Formula: C21H46B2FIN3O9P2S
Source: the OMol25 dataset
Level of theory: ωB97M-V/def2-TZVPD

The geometry in XYZ format:
```
86
Properties=species:S:1:pos:R:3:forces:R:3:lowdin_charge:R:1
C 9.297999 -0.811906 0.916066 -0.2 0.1 0.1 -0.11
C 7.927470 -1.056351 1.553060 0.4 0.6 0.4 -0.26
C 6.856319 -0.082982 1.037211 -0.2 -0.5 -0.1 -0.22
C 5.566074 -0.778277 0.593356 0.3 0.3 -0.5 -0.21
C 4.683003 0.114409 -0.287979 -0.1 0.0 0.3 -0.22
C 3.583984 0.846832 0.489769 0.4 -0.2 -0.8 -0.21
C 2.785701 1.733532 -0.459459 -0.1 0.1 0.3 -0.21
C 1.613206 2.477927 0.195968 0.2 -0.8 -0.5 -0.16
C 0.461166 1.533795 0.621068 0.6 0.9 0.3 -0.16
C -0.323883 1.269227 -0.649551 0.5 0.2 0.8 -0.07
N -1.580546 0.401743 -0.824289 -1.1 0.0 -0.2 0.06
B -1.589895 0.425925 -2.415351 -0.3 0.0 -1.5 -0.78
O -1.830223 -0.675353 -3.170262 0.5 0.3 -0.1 0.17
O -1.270804 1.571021 -3.051831 0.1 -0.2 0.8 0.00
C -0.245563 1.481633 -4.057518 0.7 0.9 -0.6 -0.17
C 0.656465 2.727231 -3.976796 -0.2 -0.5 0.5 -0.03
C -2.876738 1.012201 -0.266991 -0.4 0.9 1.7 -0.45
I -3.881863 2.401855 -1.621277 0.0 -0.2 0.0 1.34
B -2.707953 2.076504 0.970183 1.0 1.1 -0.4 -0.73
N -2.119111 3.424478 0.715440 0.0 -0.5 0.3 0.09
O -3.127010 1.741993 2.206469 -0.9 -0.4 -0.5 0.18
C -3.772893 -0.123770 0.286357 -0.2 -1.9 -0.3 -0.27
C -5.302999 0.024575 0.250425 -0.5 0.0 0.6 -0.18
C -5.906073 0.116060 1.648689 -0.8 -0.4 0.1 -0.23
N -7.051375 -0.329123 1.968670 0.6 0.4 -0.1 0.12
C -3.121517 -1.507984 -0.241313 -0.8 2.4 -0.8 -0.27
P -3.987905 -1.940551 -1.848159 -1.2 -1.3 -0.1 0.48
O -5.256729 -2.607124 -1.524913 0.1 0.3 0.3 -0.24
O -4.318360 -0.625072 -2.675716 0.7 0.2 -0.1 -0.15
O -3.101344 -2.907706 -2.741629 0.3 0.5 0.0 -0.09
P -3.660328 -2.951046 0.800444 0.6 -0.7 1.7 0.25
O -3.477052 -4.213048 -0.167165 0.0 0.4 -0.6 -0.20
O -5.203855 -2.734767 1.062487 0.3 -0.1 -0.4 -0.18
S -2.815841 -3.391204 2.479012 0.2 0.2 -0.2 0.49
C -1.628097 -0.998047 -0.245106 1.3 -3.6 -0.2 -0.31
O -0.901477 -1.883761 -1.144963 0.4 1.2 -0.1 -0.01
C -0.760888 -1.236093 1.042524 -0.8 0.9 -0.4 -0.06
C -1.112596 -0.725405 2.428310 0.6 -0.9 1.4 -0.39
C -0.302621 -1.518342 3.471094 -0.1 0.5 -0.3 -0.05
F -0.800647 0.607605 2.698292 -0.1 0.1 -0.3 -0.04
H 9.767956 0.065544 1.357619 0.0 0.1 0.0 0.07
H 9.971703 -1.647266 1.085125 0.1 -0.1 -0.1 0.07
H 9.196865 -0.619118 -0.150707 0.1 -0.2 -0.1 0.07
H 8.054736 -0.871689 2.619838 -0.1 -0.4 0.2 0.10
H 7.645548 -2.099265 1.428188 -0.2 0.0 -0.1 0.10
H 7.260859 0.433562 0.166784 0.0 0.2 0.0 0.10
H 6.614046 0.663196 1.792942 0.1 0.2 0.0 0.11
H 5.857907 -1.650646 0.008189 0.0 -0.2 0.0 0.11
H 4.996969 -1.132493 1.453067 0.0 -0.1 0.1 0.11
H 5.289166 0.865722 -0.796047 0.2 0.0 -0.1 0.11
H 4.234661 -0.492117 -1.077270 -0.2 0.0 0.0 0.11
H 2.954881 0.073815 0.932250 -0.1 0.1 0.3 0.10
H 4.059748 1.448487 1.263372 -0.2 0.0 0.3 0.12
H 3.448344 2.481393 -0.894942 0.1 0.0 -0.1 0.12
H 2.461321 1.103409 -1.293337 -0.1 0.1 -0.1 0.10
H 1.245541 3.220668 -0.512740 -0.1 0.3 0.2 0.11
H 2.002906 2.954068 1.091858 -0.1 0.3 0.0 0.12
H 0.934991 0.712531 1.136331 -0.2 -0.3 -0.1 0.09
H -0.092742 2.083992 1.370471 -0.2 -0.2 -0.1 0.09
H -0.654531 2.261537 -0.934486 -0.2 -0.1 -0.4 0.12
H 0.394814 0.897402 -1.375391 -0.1 -0.1 -0.2 0.13
H -1.125730 -1.328654 -3.188464 -0.1 -0.4 0.4 0.13
H 0.389335 0.609475 -3.908975 -0.3 -0.3 0.1 0.12
H -0.682691 1.437326 -5.049377 -0.3 -0.3 0.0 0.13
H 0.371900 3.290507 -3.091617 -0.1 0.3 -0.1 0.08
H 0.581028 3.340137 -4.865487 0.0 0.2 0.0 0.08
H 1.689406 2.426346 -3.820676 0.1 0.1 -0.2 0.08
H -1.350897 3.589034 1.360594 0.0 0.1 0.0 0.08
H -2.782517 4.167001 0.910441 0.0 0.1 -0.3 0.08
H -3.293993 2.526256 2.734896 0.3 0.1 0.4 0.14
H -3.591291 -0.298130 1.347337 0.5 0.9 0.1 0.10
H -5.797428 -0.837007 -0.192322 0.2 0.0 -0.3 0.09
H -5.665245 0.906727 -0.272168 0.3 0.1 -0.2 0.05
H -5.330472 0.587889 2.443439 0.2 0.1 -0.1 0.11
H -7.510959 -0.770810 1.170147 0.0 0.0 0.0 0.06
H -5.255216 -0.439309 -2.543239 -0.3 0.0 -0.1 0.10
H -3.106698 -2.589115 -3.651872 0.2 -0.1 -0.3 0.10
H -2.742055 -4.732891 0.179444 0.0 -0.4 0.2 0.07
H -5.601769 -3.618426 1.039261 -0.5 0.1 0.0 0.12
H -1.237914 -2.777701 -1.057948 -0.2 -0.2 0.0 0.10
H -0.727041 -2.313694 1.133790 -0.3 -0.2 0.1 0.09
H 0.247486 -1.003361 0.714179 0.1 0.2 0.2 0.13
H -2.150846 -0.860541 2.706517 -0.2 0.2 -0.5 0.08
H -0.273787 -2.577320 3.252698 0.0 -0.1 0.0 0.05
H 0.705761 -1.108757 3.487380 0.2 -0.1 0.0 0.09
H -0.758172 -1.356182 4.442596 0.1 -0.1 0.2 0.09
```
Positions in Å, forces in eV/Å.

Computed properties:
* LUMO energy: -3.03 eV
* F_max: 3.85 eV Å⁻¹
* E_tot: -3197.37561 Eh
* highest occupied orbital energy: -11.860 eV
* orbital gap: 8.83 eV
* total charge: +1

***

Formula: C36H33AsBN3O3PTc
Source: the OMol25 dataset
Level of theory: ωB97M-V/def2-TZVPD

The geometry in XYZ format:
```
79
Properties=species:S:1:pos:R:3:forces:R:3:mulliken_spin:R:1
Tc -1.706800 0.533046 1.979211 -0.1 -0.3 -0.4 -0.44
N -6.940251 -0.477861 2.058836 -0.1 -0.3 0.1 0.23
C -5.769208 -0.829253 1.522600 -0.4 0.3 0.4 0.10
C -4.593166 -0.174991 1.917278 0.0 0.0 0.1 0.24
N -3.371496 -0.479892 1.383769 -0.2 0.5 0.1 0.12
C -3.484021 -1.486294 0.450304 0.8 -0.1 -0.2 0.28
C -4.675929 -2.093354 0.072456 -0.4 -0.3 -0.2 0.04
N -5.867248 -1.813009 0.566037 0.6 0.2 0.1 0.29
H -7.009260 0.085618 2.892219 0.1 0.1 -0.1 -0.01
H -7.746441 -1.017546 1.775002 0.0 0.1 0.0 -0.01
H -4.634753 0.602122 2.664373 0.0 0.1 0.0 0.01
H -2.569604 -1.807350 -0.019627 0.1 0.0 0.0 0.10
H -4.624519 -2.868148 -0.683790 0.0 0.0 0.0 0.00
O -1.204340 0.252494 3.515123 -0.1 -0.4 0.2 0.02
C 1.573118 -0.170388 1.090547 0.0 0.1 -0.1 0.00
C 2.724634 0.017995 0.111008 0.0 0.0 0.0 -0.01
As 4.402863 -0.621088 0.950309 0.0 0.0 0.0 0.00
C 5.513047 -0.661133 -0.653015 0.0 0.0 0.0 0.00
C 6.656795 -1.456717 -0.623210 0.0 0.0 0.0 0.00
C 7.503095 -1.516527 -1.718714 0.0 0.0 0.0 0.00
C 7.222052 -0.770856 -2.856454 0.0 0.0 0.0 0.00
C 6.093380 0.031923 -2.890383 0.0 0.0 0.0 0.00
C 5.241146 0.086209 -1.793460 0.0 0.0 0.0 0.00
C 3.856465 -2.500573 0.936588 0.0 0.0 0.0 0.00
C 3.698257 -3.160417 2.150951 0.0 0.0 0.0 0.00
C 3.267457 -4.482387 2.185274 0.0 0.0 0.0 0.00
C 3.000442 -5.153111 1.002060 0.0 0.0 0.0 0.00
C 3.161506 -4.502076 -0.215688 0.0 0.0 0.0 0.00
C 3.584580 -3.182576 -0.248173 0.0 0.0 0.0 0.00
P -0.085308 -0.054391 0.319034 0.2 -0.1 -0.1 0.02
C -0.059193 -1.438368 -0.854096 0.0 0.0 0.1 0.00
C -0.280153 -2.710380 -0.324004 0.0 0.0 0.0 0.01
C -0.179102 -3.833244 -1.128827 0.0 0.0 0.0 0.00
C 0.142811 -3.692539 -2.471811 0.0 0.0 0.0 0.00
C 0.379548 -2.432371 -3.002022 0.0 0.0 0.0 0.00
C 0.285400 -1.306163 -2.196930 0.0 0.1 0.0 0.00
C -0.213913 1.508614 -0.593510 -0.2 -0.2 0.0 -0.05
C -1.114792 1.641843 -1.654210 0.0 0.1 0.1 -0.02
C -1.332709 2.884228 -2.230363 0.0 -0.1 0.0 0.00
C -0.667130 3.999745 -1.748154 0.0 0.1 0.0 -0.01
C 0.213853 3.879685 -0.681534 0.0 0.0 0.0 0.00
C 0.436339 2.643294 -0.100832 0.0 0.0 0.1 0.03
H 1.627155 0.512628 1.940645 0.0 0.0 0.0 0.01
H 1.585424 -1.183068 1.507988 0.0 0.0 0.0 0.00
H 2.831510 1.063623 -0.177289 0.0 0.0 0.0 0.00
H 2.566711 -0.571588 -0.793796 0.0 0.0 0.0 0.00
H 6.886253 -2.043250 0.259747 0.0 0.0 0.0 0.00
H 8.384938 -2.142731 -1.684023 0.0 0.0 0.0 0.00
H 7.884326 -0.813748 -3.710912 0.0 0.0 0.0 0.00
H 5.872574 0.620217 -3.771827 0.0 0.0 0.0 0.00
H 4.365985 0.722478 -1.843568 0.0 0.0 0.0 0.00
H 3.918358 -2.643326 3.078070 0.0 0.0 0.0 0.00
H 3.154954 -4.988864 3.135107 0.0 0.0 0.0 0.00
H 2.680349 -6.186975 1.025991 0.0 0.0 0.0 0.00
H 2.967637 -5.028367 -1.142018 0.0 0.0 0.0 0.00
H 3.727955 -2.689221 -1.203865 0.0 0.0 0.0 0.00
H -0.520548 -2.826116 0.729041 0.0 0.0 0.0 0.01
H -0.342537 -4.815527 -0.705992 0.0 0.0 0.0 0.00
H 0.218190 -4.567286 -3.104242 0.0 0.0 0.0 0.00
H 0.645572 -2.323804 -4.045039 0.0 0.0 0.0 0.00
H 0.492828 -0.329269 -2.615722 0.0 0.0 0.0 0.00
H -1.651093 0.780070 -2.026055 0.0 -0.1 0.0 0.00
H -2.027432 2.980137 -3.053962 0.0 0.0 0.0 0.00
H -0.838236 4.967589 -2.200255 0.0 0.0 0.0 0.00
H 0.726333 4.751830 -0.298547 0.0 0.0 0.0 0.00
H 1.115444 2.565029 0.740126 0.0 0.0 0.0 0.02
O -3.065995 3.261422 2.815006 0.0 -0.1 -0.2 0.01
B -2.846959 2.318311 1.811134 -0.2 0.5 0.0 0.00
O -3.479268 2.711796 0.625351 0.1 -0.1 0.1 0.01
C -4.068233 3.927530 0.907662 0.0 0.0 0.0 0.00
C -4.799597 4.741306 0.074070 0.0 0.1 0.0 0.00
C -5.287617 5.921550 0.634364 0.0 -0.1 -0.1 0.00
C -5.043447 6.250278 1.962506 0.1 0.0 0.1 0.00
C -4.299166 5.415350 2.796213 0.0 0.1 0.0 0.00
C -3.824338 4.255393 2.229832 0.0 0.0 0.0 0.00
H -4.981634 4.477057 -0.958499 0.0 0.0 0.0 0.00
H -5.867852 6.596790 0.020469 0.0 0.0 0.0 0.00
H -5.436938 7.176157 2.358971 0.0 0.0 0.0 0.00
H -4.099059 5.662790 3.829149 0.0 0.0 0.0 0.00
```
Positions in Å, forces in eV/Å.

Computed properties:
* LUMO energy (spin up / spin down): -4.10 / -6.53 eV
* F_max: 0.86 eV Å⁻¹
* E_tot: -4464.17074 Eh
* energy above the lowest of the compared OMol25 structures with the same formula, charge and spin: 255.2 kJ/mol
* 2S+1: 2
* highest occupied orbital energy (spin up / spin down): -9.569 / -10.074 eV
* orbital gap (spin up / spin down): 5.47 / 3.54 eV
* total charge: +1